ORCA calculation (ωB97M-V/def2-TZVPD) on an isolated molecule of C2H3N in a non-equilibrium geometry.

Results
Electronic energy   -132.7339 a.u.
HOMO energy   -0.432 Ha
Maximum force   3.90 eV/Å
Frontier orbital gap   12.56 eV

CARTESIAN COORDINATES (ANGSTROEM)
1 C 0.062 -0.163 -0.163
2 C 0.542 -1.028 -1.207
3 N 0.994 -1.767 -1.955
4 H -0.575 0.504 -0.568
5 H 0.996 0.348 0.118
6 H -0.498 -0.755 0.440

***

ORCA calculation (ωB97M-V/def2-TZVPD) on a structure of composition C2H3N2O2 in a non-equilibrium geometry.

Results
Electronic energy   -337.8718 a.u.
Total charge   -1
HOMO energy   -0.105 Ha
Maximum force   2.27 eV/Å
Frontier orbital gap   7.40 eV

CARTESIAN COORDINATES (ANGSTROEM)
1 C -0.454 -0.908 0.057
2 C -0.726 0.618 0.098
3 N 0.687 -1.281 -0.255
4 N 1.702 -0.022 -0.484
5 O 2.440 0.047 0.482
6 O 0.342 1.214 -0.462
7 H -1.334 -1.683 0.031
8 H -1.643 0.786 -0.557
9 H -1.013 1.228 1.090

***

ORCA calculation (ωB97M-V/def2-TZVPD) on a cluster of 2 separate species, C2H3N2O2P in total in a non-equilibrium geometry.

Results
Electronic energy   -679.2653 a.u.
HOMO energy (spin up / spin down)   -0.346 / -0.346 Ha
Maximum force   3.13 eV/Å
Frontier orbital gap (spin up / spin down)   8.33 / 8.34 eV

CARTESIAN COORDINATES (ANGSTROEM)
1 C 0.138 1.164 1.433
2 C -1.384 -0.764 0.040
3 N 0.243 1.496 0.310
4 N 1.227 -0.404 -0.909
5 O 0.024 1.050 2.583
6 O -1.967 -1.224 0.888
7 P -0.111 -1.189 -1.255
8 H 0.693 1.037 -0.585
9 H 2.020 -0.977 -0.555
10 H -0.883 -0.189 -1.950

***

> Which formula does entry 1 have?

C2H3N

***

> Which of these has the lowest electronic energy?

C2H3N2O2P

***

> Look up the maximum force of the first one.

3.90 eV/Å